Entry 1:
{
  "formula": "C30H26N4O8PdSTe",
  "method": "ωB97M-V/def2-TZVPD",
  "species": ["Pd", "C", "C", "O", "C", "C", "C", "C", "C", "C", "O", "H", "H", "H", "H", "H", "H", "H", "N", "C", "S", "N", "C", "C", "C", "C", "C", "C", "H", "H", "H", "H", "H", "H", "H", "H", "C", "Te", "C", "C", "C", "C", "C", "C", "C", "H", "H", "H", "H", "H", "H", "H", "H", "O", "C", "O", "C", "C", "C", "C", "C", "C", "N", "O", "O", "N", "O", "O", "H", "H", "H"],
  "positions_angstrom": [[-1.12115, 1.10404, 0.65677], [0.36269, 4.91058, 2.41539], [-0.34202, 3.57402, 2.21230], [-0.26531, 3.04377, 1.06320], [-0.97969, 2.96828, 3.40960], [-0.56561, 3.29729, 4.69435], [-1.33934, 2.91614, 5.79478], [-2.37719, 1.99106, 5.61904], [-2.72328, 1.52565, 4.37268], [-2.08988, 2.00975, 3.19945], [-2.56067, 1.62842, 2.04142], [0.11481, 5.53841, 1.56641], [1.46701, 4.80536, 2.41585], [0.06733, 5.29829, 3.39122], [0.38674, 3.77415, 4.78430], [-1.13775, 3.38595, 6.75152], [-2.83654, 1.61587, 6.49150], [-3.53474, 0.82662, 4.18677], [0.22022, 3.04393, -2.18607], [-0.80155, 2.22936, -2.57148], [-2.22553, 2.01084, -1.60572], [-0.82174, 1.68922, -3.79578], [0.30562, 1.60318, -4.67057], [1.04876, 2.72882, -5.13250], [2.19261, 2.56278, -5.93897], [2.59845, 1.24183, -6.24801], [1.82274, 0.15849, -5.85989], [0.66522, 0.31411, -5.09343], [0.26256, 3.17846, -1.16525], [1.15823, 2.73451, -2.49726], [-1.52694, 0.98614, -3.86597], [0.72200, 3.77224, -4.87423], [2.74874, 3.42714, -6.30415], [3.53153, 1.04430, -6.78663], [2.06920, -0.88137, -6.09012], [0.01800, -0.52414, -4.74850], [-0.82100, -2.95149, 0.24728], [-2.21710, -1.20387, 0.57451], [-2.76124, -1.74537, -1.50108], [-2.28382, -3.09474, -1.75034], [-2.79668, -3.81080, -2.85137], [-2.43123, -5.13140, -3.07965], [-1.53931, -5.74334, -2.22223], [-1.05910, -5.07287, -1.11214], [-1.38947, -3.73061, -0.88286], [-0.84144, -3.54257, 1.15551], [0.19911, -2.54182, 0.09709], [-2.26879, -0.93235, -2.02526], [-3.84772, -1.64761, -1.62069], [-3.53635, -3.31996, -3.53965], [-2.82000, -5.66467, -3.95368], [-1.20298, -6.74729, -2.46493], [-0.51788, -5.60628, -0.35055], [2.83651, 0.96152, -0.57808], [1.82306, 0.63356, 0.03221], [0.60508, 0.90771, -0.43828], [2.00885, -0.17585, 1.30218], [3.15714, -1.02964, 1.42415], [3.21993, -2.06125, 2.37811], [2.22139, -2.32323, 3.27738], [1.14444, -1.41966, 3.19956], [1.06222, -0.30818, 2.31857], [-0.04382, -1.69348, 3.95311], [-0.32255, -2.90688, 4.13340], [-0.75928, -0.73519, 4.30512], [4.43208, -2.86354, 2.35823], [5.36206, -2.52486, 1.64530], [4.39549, -3.85494, 3.08922], [4.00441, -0.87020, 0.75408], [2.26202, -3.13708, 4.01406], [0.21247, 0.35474, 2.47966]],
  "lowdin_charge": [0.6096, -0.0008, -0.3048, -0.1040, -0.1093, -0.0595, -0.0814, -0.0764, -0.0342, -0.3578, -0.2769, 0.0880, 0.1049, 0.0703, 0.1045, 0.0973, 0.0935, 0.1208, 0.1302, -0.7868, 0.6652, 0.0562, -0.2288, -0.0307, -0.0643, -0.0844, -0.0874, -0.0205, 0.0756, 0.1206, 0.1054, 0.1286, 0.1057, 0.1069, 0.1093, 0.1265, -0.3221, 1.3848, -0.3774, -0.3083, -0.0378, -0.0929, -0.0908, -0.0313, -0.2845, 0.0479, 0.0717, 0.0085, 0.0737, 0.1292, 0.1088, 0.1064, 0.1126, 0.0439, -0.5507, -0.2470, -0.0720, 0.1079, -0.1333, 0.0944, -0.1261, 0.0452, -0.3079, 0.0657, 0.0734, -0.3386, 0.0937, 0.0752, 0.1347, 0.1471, 0.0847],
  "multiplicity": 3,
  "gap_ev": [5.97, 5.95],
  "e_tot_ha": -2773.60571
}

***

Entry 2:
{
  "formula": "C30H26N5O7S4Sc",
  "method": "ωB97M-V/def2-TZVPD",
  "species": ["Sc", "O", "C", "N", "C", "C", "C", "C", "C", "C", "N", "C", "C", "C", "C", "C", "N", "H", "H", "H", "H", "H", "H", "H", "H", "H", "H", "O", "S", "O", "O", "C", "C", "C", "C", "C", "C", "S", "O", "O", "O", "H", "H", "H", "H", "S", "C", "N", "C", "C", "C", "C", "H", "H", "H", "H", "H", "S", "C", "N", "C", "C", "C", "C", "C", "C", "H", "H", "H", "H", "H", "H", "H"],
  "positions_angstrom": [[0.03462, -0.25796, -0.10472], [3.65586, -2.70946, -0.09809], [2.82822, -1.81158, -0.29262], [1.53099, -1.81574, 0.01827], [1.11532, -2.98506, 0.76216], [0.44090, -2.59455, 2.05223], [-0.17861, -3.56526, 2.84248], [-0.72309, -3.19487, 4.05126], [-0.64148, -1.86165, 4.43981], [-0.04952, -0.96375, 3.57759], [0.48566, -1.31288, 2.40210], [3.30084, -0.53719, -0.94282], [4.62939, -0.42436, -1.32760], [5.04735, 0.75148, -1.91989], [4.11916, 1.76151, -2.11292], [2.81418, 1.55615, -1.69985], [2.40259, 0.42923, -1.11786], [1.98885, -3.60221, 1.00236], [0.42820, -3.60323, 0.17429], [-0.22200, -4.58740, 2.49047], [-1.20991, -3.92671, 4.68352], [-1.05460, -1.51715, 5.37749], [-0.01583, 0.09088, 3.81712], [5.28318, -1.26475, -1.14827], [6.07739, 0.88087, -2.22729], [4.38944, 2.70174, -2.57423], [2.06211, 2.32232, -1.82754], [-1.67153, -0.09470, 1.39903], [-2.63980, 0.61596, 0.53302], [-3.26114, 1.76785, 1.11534], [-1.95238, 0.81838, -0.74912], [-3.94532, -0.58012, 0.26480], [-5.14018, -0.32003, 0.91910], [-6.18935, -1.22799, 0.87017], [-6.04249, -2.41035, 0.17242], [-4.85189, -2.67766, -0.49041], [-3.80338, -1.77119, -0.45838], [-2.39645, -2.20324, -1.47443], [-2.49650, -1.37866, -2.65784], [-2.44687, -3.62460, -1.68687], [-1.20930, -1.83734, -0.64377], [-5.23095, 0.60464, 1.46995], [-7.11609, -1.00821, 1.38551], [-6.85055, -3.12951, 0.13625], [-4.71901, -3.59636, -1.04382], [0.68316, 2.23387, 2.34142], [0.52183, 3.93875, 2.73179], [-0.53349, 4.67182, 2.20830], [-0.64427, 6.01480, 2.51435], [0.14755, 6.58743, 3.45085], [1.15694, 5.82654, 4.10132], [1.33293, 4.50032, 3.68285], [-0.93107, 4.32669, 1.34324], [-1.41719, 6.54960, 1.98367], [0.00252, 7.63376, 3.68273], [1.79184, 6.26396, 4.85565], [2.11719, 3.88597, 4.10388], [0.16322, 3.11432, -0.45193], [0.44410, 1.94801, 0.69738], [-0.03957, 0.15563, -2.51942], [0.79394, -0.53178, -3.44224], [0.88282, -1.91821, -3.38245], [1.72724, -2.59294, -4.24808], [2.50159, -1.89927, -5.16946], [2.41780, -0.51661, -5.22108], [1.56490, 0.16445, -4.36526], [-0.02596, 1.16706, -2.62501], [-1.01415, -0.14768, -2.62434], [0.30446, -2.46222, -2.64769], [1.79127, -3.67164, -4.18707], [3.16598, -2.43265, -5.83636], [3.01717, 0.03991, -5.93056], [1.50117, 1.24480, -4.40487]],
  "lowdin_charge": [0.9686, 0.0046, -0.4857, -0.0581, -0.1702, -0.2531, -0.0174, -0.0700, -0.0644, -0.1444, 0.0908, -0.1728, 0.0045, -0.0601, -0.0560, -0.1600, 0.0895, 0.1230, 0.1221, 0.1159, 0.1015, 0.0986, 0.0646, 0.1134, 0.1023, 0.1018, 0.0292, -0.3750, 0.5028, -0.2756, -0.3944, -0.2017, -0.0530, -0.0753, -0.0748, -0.0542, -0.2053, 0.5184, -0.2917, -0.2932, -0.4109, 0.1079, 0.1020, 0.1018, 0.1092, 0.9289, -0.5608, 0.0130, -0.1165, -0.1224, -0.1181, -0.1348, 0.0496, 0.1086, 0.0899, 0.0775, 0.0952, 0.5840, -1.1045, 0.0537, -0.2902, -0.0178, -0.0730, -0.1078, -0.0961, -0.0458, 0.0720, 0.0562, 0.1021, 0.1039, 0.0919, 0.0961, 0.1101],
  "charge": -1,
  "multiplicity": 2,
  "gap_ev": [5.67, 7.30],
  "e_tot_ha": -4313.02886
}

***

Entry 3:
{
  "formula": "C30H27Br2IrN4OS2",
  "method": "ωB97M-V/def2-TZVPD",
  "species": ["Ir", "C", "N", "C", "C", "N", "C", "C", "C", "C", "C", "C", "C", "S", "C", "C", "C", "C", "C", "C", "S", "H", "H", "H", "H", "H", "H", "H", "H", "H", "H", "H", "H", "H", "H", "H", "H", "H", "H", "Br", "C", "C", "C", "Br", "C", "C", "C", "C", "N", "C", "C", "O", "H", "H", "H", "H", "C", "C", "C", "N", "C", "C", "H", "H", "H", "H", "H"],
  "positions_angstrom": [[-0.52588, -0.30836, -0.21409], [-3.32372, -0.09161, 1.71677], [-1.94478, -0.60422, 1.82085], [-1.24633, 0.04292, 2.92087], [-0.97329, 1.52797, 2.65678], [-0.53072, 1.91764, 1.28880], [-1.44018, 2.90170, 0.69236], [0.83527, 2.28988, 1.22291], [1.24924, 3.59715, 0.97481], [2.59097, 3.93091, 1.00318], [3.56604, 2.97463, 1.29153], [3.18674, 1.67644, 1.50853], [1.83193, 1.29389, 1.42241], [1.47815, -0.37202, 1.36303], [-1.96407, -2.04696, 1.84243], [-1.76803, -2.79460, 2.99454], [-1.85201, -4.17984, 2.94455], [-2.16212, -4.81688, 1.75559], [-2.35983, -4.07556, 0.60083], [-2.23096, -2.69283, 0.62163], [-2.33346, -1.72655, -0.83988], [-3.87204, -0.32964, 2.63456], [-3.82261, -0.54510, 0.86589], [-3.32165, 0.98361, 1.57305], [-0.31469, -0.49354, 3.09575], [-1.83175, -0.00704, 3.84958], [-0.23078, 1.86222, 3.38547], [-1.87979, 2.09763, 2.86288], [-1.56463, 3.77661, 1.33726], [-2.40577, 2.43869, 0.51538], [-1.05688, 3.21486, -0.27501], [0.52431, 4.37373, 0.78963], [2.88103, 4.95705, 0.82682], [4.60845, 3.25495, 1.33148], [3.91965, 0.90497, 1.70202], [-1.56547, -2.30807, 3.93860], [-1.69638, -4.75657, 3.84526], [-2.24493, -5.89470, 1.72487], [-2.58521, -4.56599, -0.33644], [-3.39178, 3.12359, -2.85438], [-1.55334, 2.78148, -3.06201], [-0.79845, 3.59823, -3.91401], [0.54627, 3.39275, -4.07116], [1.52169, 4.51864, -5.23137], [1.20814, 2.35224, -3.36482], [2.58470, 2.06422, -3.45535], [3.11583, 1.03947, -2.71861], [2.27402, 0.30316, -1.87607], [0.98562, 0.54422, -1.77402], [0.43338, 1.53980, -2.50953], [-0.98318, 1.72491, -2.35571], [-1.65690, 0.95682, -1.56491], [-1.29574, 4.39656, -4.44583], [3.20658, 2.65807, -4.11064], [4.16553, 0.79290, -2.77326], [2.66502, -0.50328, -1.26705], [1.67266, -4.93661, -1.36481], [1.26952, -4.05122, -2.35502], [0.74796, -2.82748, -1.98006], [0.62169, -2.46323, -0.70446], [0.99756, -3.31662, 0.24410], [1.53095, -4.56324, -0.03925], [2.08387, -5.90203, -1.62455], [1.34745, -4.30379, -3.40230], [0.39476, -2.11833, -2.71654], [0.86186, -2.98841, 1.26866], [1.82052, -5.22017, 0.76747]],
  "lowdin_charge": [1.1099, -0.0386, -0.2491, -0.2203, -0.1291, -0.1774, -0.0649, -0.2624, 0.0030, -0.0255, -0.0552, -0.0966, -0.5727, 0.8530, -0.3025, -0.0160, -0.0626, -0.0704, -0.0942, -0.5849, 0.7794, 0.1133, 0.0642, 0.0745, 0.0667, 0.1356, 0.1396, 0.1227, 0.1087, 0.0772, 0.0828, 0.1141, 0.1200, 0.1166, 0.1092, 0.1133, 0.1116, 0.1122, 0.1124, 0.8177, -0.6095, -0.1582, -0.6253, 0.8051, -0.1819, -0.0086, -0.0230, -0.1397, 0.0055, -0.1479, -0.4453, -0.3033, 0.1013, 0.0857, 0.1140, 0.0966, -0.0419, -0.0346, -0.1533, -0.0847, -0.1808, -0.0345, 0.1163, 0.1142, 0.1080, 0.0759, 0.1147],
  "charge": 1,
  "multiplicity": 6,
  "gap_ev": [7.40, 4.17],
  "e_tot_ha": -7502.11045
}

***

ΔE to the lowest compared entry with this formula, charge and spin across the listed records, respectively: 0.00 30.93 8.27 kcal/mol.